Here is a cluster of 3 separate species, C4H12NO2 in total in a non-equilibrium geometry from the OMol25 dataset. Energies are from ωB97M-V/def2-TZVPD.

## Properties
Max |F|: 0.0888 Eh/bohr
Electronic energy: -364.480706 Eh
ΔE to the lowest compared entry with this formula, charge and spin: 405.69 kJ/mol
Lowest unoccupied orbital energy: -5.56 eV
HOMO-LUMO gap: 7.8 eV
Total charge: +1

Last column: Löwdin charge in e.
Atoms and positions in Å:
C -0.86 -0.75 0.83  0.01
C -0.12 0.50 0.35  -0.31
C 0.75 1.33 0.91  0.16
C -1.29 0.55 -1.77  0.22
N -0.23 0.78 -1.01  0.05
H -0.92 -0.73 1.87  0.08
H -0.56 -1.74 0.43  0.12
H -1.90 -0.68 0.67  0.06
H 1.45 1.79 0.27  0.08
H 0.81 1.60 1.97  0.11
H -1.19 0.54 -2.80  0.11
H -2.01 0.02 -1.27  0.05
H 0.17 1.73 -1.25  0.20
H 6.68 -1.03 2.80  0.03
H 6.25 -2.31 3.19  0.05
O 6.14 -1.72 2.41  -0.08
H -4.41 -0.02 -3.38  0.15
H -4.74 0.00 -1.81  0.03
O -4.00 0.14 -2.40  -0.12



Here is a cluster of 2 separate species, C4H12NO2 in total in a non-equilibrium geometry from the OMol25 dataset. Energies are from ωB97M-V/def2-TZVPD.

## Properties
Max |F|: 0.0344 Eh/bohr
Electronic energy: -364.592114 Eh
ΔE to the lowest compared entry with this formula, charge and spin: 113.19 kJ/mol
Lowest unoccupied orbital energy: -3.31 eV
HOMO-LUMO gap: 10.4 eV
Total charge: +1

Last column: Löwdin charge in e.
Atoms and positions in Å:
C -0.13 -0.76 -1.16  -0.03
C 0.29 -0.25 0.20  -0.30
C 0.08 -1.20 1.35  -0.11
C 1.34 -1.91 1.81  -0.23
O 2.43 -1.63 1.42  0.10
N -0.61 1.01 0.45  0.20
H -0.93 -1.48 -1.05  0.09
H 0.72 -1.27 -1.64  0.11
H -0.37 -0.01 -1.93  0.08
H 1.28 0.20 0.15  0.15
H -0.66 -1.96 1.11  0.13
H -0.28 -0.69 2.25  0.12
H 1.16 -2.71 2.55  0.13
H -0.66 1.29 1.43  0.17
H -1.53 0.78 0.05  0.17
H -0.28 1.80 -0.13  0.12
H 0.07 2.92 -2.71  0.07
H -1.33 3.24 -2.08  0.07
O -0.59 2.62 -2.07  -0.05



Here is a cluster of 3 separate species, C4H12NO2 in total in a non-equilibrium geometry from the OMol25 dataset. Energies are from ωB97M-V/def2-TZVPD.

## Properties
Max |F|: 0.0410 Eh/bohr
Electronic energy: -364.543689 Eh
ΔE to the lowest compared entry with this formula, charge and spin: 240.33 kJ/mol
Lowest unoccupied orbital energy: -5.07 eV
HOMO-LUMO gap: 8.9 eV
Total charge: +1

Last column: Löwdin charge in e.
Atoms and positions in Å:
C -1.91 -2.28 1.43  -0.08
C -0.91 -1.23 1.24  -0.09
C -0.19 -1.18 0.11  -0.08
N 0.86 -0.24 -0.13  0.04
C 1.71 -0.43 -1.09  0.18
H -1.74 -2.97 2.27  0.10
H -1.96 -2.88 0.51  0.09
H -2.89 -1.85 1.60  0.09
H -0.75 -0.50 2.04  0.13
H -0.41 -1.77 -0.77  0.13
H 0.73 0.75 0.12  0.11
H 1.97 0.35 -1.80  0.13
H 2.03 -1.47 -1.18  0.13
H -1.52 1.49 -2.39  0.04
H -0.86 2.79 -2.67  0.05
O -0.65 1.90 -2.39  -0.06
H 1.40 3.13 0.82  0.07
H 0.86 2.32 1.99  0.07
O 1.26 2.23 1.11  -0.04



Here is a cluster of 2 separate species, C4H12NO2 in total from the OMol25 dataset. Energies are from ωB97M-V/def2-TZVPD.

## Properties
Max |F|: 0.0151 Eh/bohr
Electronic energy: -364.598236 Eh
ΔE to the lowest compared entry with this formula, charge and spin: 97.12 kJ/mol
Lowest unoccupied orbital energy: -3.05 eV
HOMO-LUMO gap: 11.8 eV
Total charge: +1

Last column: Löwdin charge in e.
Atoms and positions in Å:
O -2.57 0.32 -0.42  0.10
C -2.18 -0.57 0.27  -0.19
C -0.70 -0.80 0.52  -0.07
N 0.06 0.25 -0.23  0.03
C 0.86 -0.25 -1.42  -0.15
C 2.13 -0.91 -0.95  -0.06
H -2.86 -1.27 0.78  0.14
H -0.46 -0.76 1.58  0.14
H -0.43 -1.77 0.12  0.14
H 0.62 0.83 0.41  0.12
H -0.66 0.91 -0.55  0.15
H 1.03 0.63 -2.03  0.13
H 0.18 -0.92 -1.94  0.13
H 1.93 -1.64 -0.17  0.08
H 2.86 -0.19 -0.59  0.09
H 2.61 -1.41 -1.79  0.09
H 1.97 2.36 1.62  0.08
H 1.87 1.18 2.59  0.07
O 1.40 1.61 1.87  -0.04



Here is the ion C4H12NO2 with charge +1 in a non-equilibrium geometry from the OMol25 dataset. Energies are from ωB97M-V/def2-TZVPD.

## Properties
Max |F|: 0.1504 Eh/bohr
Electronic energy: -364.543292 Eh
SMILES string: C[NH+](C)C(C)(O)O
ΔE to the lowest compared entry with this formula, charge and spin: 241.37 kJ/mol
Lowest unoccupied orbital energy: -3.14 eV
HOMO-LUMO gap: 12.2 eV
Total charge: +1

Last column: Löwdin charge in e.
Atoms and positions in Å:
C 1.69 -1.16 -0.45  0.08
C -1.39 1.37 -0.20  0.02
C -1.38 -1.04 0.52  0.03
C 0.91 0.22 0.13  -0.65
N -0.61 0.02 -0.36  -0.10
O 1.31 1.43 -0.45  0.07
O 0.93 0.20 1.38  0.11
H 1.09 -1.93 0.04  0.07
H 1.72 -1.29 -1.57  0.11
H 2.62 -1.02 -0.04  0.05
H -1.07 1.55 0.88  0.12
H -0.95 2.09 -0.87  0.09
H -2.47 1.12 -0.43  0.12
H -0.53 -1.49 1.18  0.12
H -2.09 -0.49 1.20  0.10
H -1.88 -1.80 -0.12  0.11
H -0.68 -0.17 -1.40  0.19
H 1.79 1.29 -1.27  0.13
H 0.99 1.10 1.85  0.21



Here is a cluster of 2 separate species, C4H12NO2S in total in a non-equilibrium geometry from the OMol25 dataset. Energies are from ωB97M-V/def2-TZVPD.

## Properties
Max |F|: 0.0448 Eh/bohr
Electronic energy: -763.026404 Eh
ΔE to the lowest compared entry with this formula, charge and spin: 101.97 kJ/mol
Lowest unoccupied orbital energy: 3.19 eV
HOMO-LUMO gap: 7.0 eV
Total charge: -1

Last column: Löwdin charge in e.
Atoms and positions in Å:
C 1.38 -0.83 0.43  -0.40
O 1.12 -1.69 1.46  -0.31
C 0.07 0.06 0.05  -0.40
C -0.56 -0.39 -1.31  -0.25
C -0.74 0.80 -2.20  -0.56
S -2.05 1.95 -1.54  0.63
N -0.89 -0.01 1.15  0.00
H 2.14 -0.06 0.62  0.09
H 1.77 -1.38 -0.46  0.08
H 0.44 1.10 0.06  0.11
H 0.29 -0.96 -1.69  0.09
H -1.46 -0.97 -1.11  0.11
H -1.18 0.59 -3.18  0.04
H 0.20 1.32 -2.37  0.07
H -1.70 1.84 -0.25  -0.17
H -1.12 -0.99 1.31  0.06
H -0.33 0.22 1.97  0.07
H 3.76 -2.21 2.65  -0.03
H 2.25 -1.46 2.33  -0.03
O 3.16 -1.51 2.89  -0.21



Here is a cluster of 2 separate species, C4H12NO2S in total in a non-equilibrium geometry from the OMol25 dataset. Energies are from ωB97M-V/def2-TZVPD.

## Properties
Max |F|: 0.0314 Eh/bohr
2S+1: 2
Electronic energy: -762.932136 Eh
ΔE to the lowest compared entry with this formula, charge and spin: 73.25 kJ/mol
Lowest unoccupied orbital energy (spin up / spin down): 0.63 / -2.46 eV
HOMO-LUMO gap (spin up / spin down): 9.8 / 6.7 eV
⟨S²⟩: 0.7558

Last column: Mulliken spin population.
Atoms and positions in Å:
C 2.02 -1.23 0.76  0.01
C 1.06 -0.68 -0.26  -0.03
C 1.37 0.79 -0.57  0.01
S 2.85 0.97 -1.60  0.00
N -0.30 -0.80 0.27  0.16
C -1.45 -0.25 -0.43  -0.05
O -1.90 0.88 0.10  0.74
H 1.68 -2.16 1.23  0.00
H 3.01 -1.40 0.36  0.00
H 2.15 -0.56 1.61  0.00
H 1.04 -1.32 -1.15  0.01
H 0.55 1.27 -1.11  0.00
H 1.53 1.25 0.41  0.00
H 2.31 0.49 -2.74  0.00
H -0.42 -0.56 1.26  -0.01
H -1.20 -0.08 -1.49  0.09
H -2.16 -1.07 -0.35  0.06
H -4.76 1.20 1.12  0.00
H -3.28 1.51 1.05  0.00
O -4.09 1.76 1.53  0.01



Here is a cluster of 3 separate species, C4H12NO2S in total in a non-equilibrium geometry from the OMol25 dataset. Energies are from ωB97M-V/def2-TZVPD.

## Properties
Max |F|: 0.0817 Eh/bohr
2S+1: 2
Electronic energy: -762.822908 Eh
ΔE to the lowest compared entry with this formula, charge and spin: 360.03 kJ/mol
Lowest unoccupied orbital energy (spin up / spin down): -0.65 / -2.81 eV
HOMO-LUMO gap (spin up / spin down): 8.5 / 6.3 eV
⟨S²⟩: 0.7557

Last column: Mulliken spin population.
Atoms and positions in Å:
C 0.54 0.37 1.53  0.01
C 0.97 0.50 0.06  0.00
C 1.83 -0.61 -0.62  0.01
S 3.45 -0.82 0.19  0.00
N -0.18 0.91 -0.76  0.04
C -1.08 -0.11 -1.27  -0.02
O -1.51 -0.94 -0.31  0.68
H 1.22 0.92 2.18  0.00
H 0.59 -0.71 1.83  0.00
H -0.46 0.77 1.67  0.00
H 1.72 1.26 -0.13  0.00
H 1.95 -0.21 -1.63  0.00
H 1.29 -1.54 -0.85  0.00
H 2.51 -0.63 1.94  0.00
H 0.16 1.41 -1.58  0.00
H -0.76 -0.61 -2.21  0.09
H -1.95 0.48 -1.66  0.12
H -2.69 -0.42 0.45  0.00
H -4.13 0.00 0.23  0.00
O -3.48 -0.03 0.95  0.07



Here is a cluster of 2 separate species, C4H12NO3 in total in a non-equilibrium geometry from the OMol25 dataset. Energies are from ωB97M-V/def2-TZVPD.

## Properties
Max |F|: 0.0460 Eh/bohr
Electronic energy: -440.063928 Eh
ΔE to the lowest compared entry with this formula, charge and spin: 116.09 kJ/mol
Lowest unoccupied orbital energy: 3.55 eV
HOMO-LUMO gap: 6.8 eV
Total charge: -1

Last column: Löwdin charge in e.
Atoms and positions in Å:
C 2.36 -0.26 -0.97  -0.23
O 2.71 1.07 -1.37  -0.12
C 0.88 -0.44 -0.51  -0.36
C 0.33 0.89 0.06  -0.16
C -1.25 0.80 0.19  -0.45
O -1.50 0.19 1.41  -0.39
N 0.92 -1.43 0.62  0.01
H 2.69 -0.89 -1.79  0.10
H 3.04 -0.42 -0.14  0.10
H 2.04 1.40 -1.98  0.07
H 0.32 -0.85 -1.34  0.12
H 0.65 1.02 1.11  0.11
H 0.70 1.76 -0.47  0.08
H -1.73 1.79 0.09  0.08
H -1.67 0.18 -0.64  0.08
H -0.04 -1.36 0.99  0.04
H 1.45 -0.92 1.32  0.05
H -3.19 -1.32 0.89  0.00
H -3.33 0.03 0.85  0.00
O -3.85 -0.73 0.50  -0.14



Here is a structure of composition C4H12NO3 in a non-equilibrium geometry from the OMol25 dataset. Energies are from ωB97M-V/def2-TZVPD.

## Properties
Max |F|: 0.0628 Eh/bohr
Electronic energy: -439.967619 Eh
ΔE to the lowest compared entry with this formula, charge and spin: 368.96 kJ/mol
Lowest unoccupied orbital energy: 3.75 eV
HOMO-LUMO gap: 7.5 eV
Total charge: -1

Last column: Löwdin charge in e.
Atoms and positions in Å:
C -0.58 1.69 1.15  -0.47
O -1.06 2.74 0.44  -0.29
C -0.70 0.33 0.40  -0.19
C -0.07 0.36 -1.03  -0.41
C 1.44 0.31 -0.90  -0.05
O -0.46 1.55 -1.74  -0.09
N -0.12 -1.32 1.01  -0.02
H 0.48 1.91 1.46  0.10
H -1.09 1.65 2.15  0.09
H -1.76 0.07 0.39  0.13
H -0.62 -0.47 -1.46  0.13
H 1.72 -0.54 -0.28  0.06
H 1.82 1.16 -0.33  0.08
H 1.90 0.19 -1.88  0.07
H -0.54 2.22 -1.01  0.02
H 0.18 -0.29 1.10  -0.01
H -0.87 -1.63 1.63  0.02
H -0.17 -2.61 -0.18  -0.03
H 0.36 -4.00 -0.13  0.00
O 0.14 -3.34 -0.80  -0.14